No. 1
Molecular formula: C21H36CoP2S
Method: DFT, wB97M-V/def2-TZVPD

Element x y z (Å)
P (-0.338, -1.720, -5.152)
P (0.280, 2.000, -5.197)
C (-0.504, -0.500, -6.577)
C (0.410, 0.764, -6.585)
H (-1.574, -0.233, -6.670)
H (-0.206, -1.139, -7.429)
H (1.467, 0.470, -6.714)
H (0.121, 1.372, -7.460)
C (-1.373, 2.648, -5.586)
H (-1.652, 3.345, -4.792)
H (-2.143, 1.876, -5.696)
H (-1.243, 3.175, -6.538)
C (1.324, 3.443, -5.525)
H (0.910, 3.971, -6.385)
H (2.365, 3.165, -5.712)
H (1.279, 4.070, -4.635)
C (-1.199, -3.252, -5.721)
H (-1.091, -4.004, -4.926)
H (-0.706, -3.613, -6.636)
H (-2.269, -3.082, -5.916)
C (1.347, -2.268, -5.534)
H (2.080, -1.454, -5.574)
H (1.304, -2.756, -6.519)
H (1.639, -2.995, -4.766)
Co (0.033, -0.666, -0.826)
C (0.489, 2.250, -2.954)
C (-0.792, 1.789, -2.600)
C (-1.597, 0.774, -3.313)
C (-2.002, -0.606, -2.713)
C (-0.782, -1.523, -2.621)
C (0.679, -1.243, -2.635)
C (1.404, -0.080, -3.296)
C (1.700, 1.291, -2.563)
C (0.588, -2.140, 0.325)
H (0.678, 3.339, -2.858)
H (-1.337, 2.277, -1.781)
H (-1.127, 0.490, -4.280)
H (-2.543, 1.271, -3.569)
H (-2.529, -0.497, -1.741)
H (-2.761, -1.013, -3.417)
H (-1.049, -2.582, -2.417)
H (1.285, -2.175, -2.621)
H (0.786, 0.169, -4.184)
H (2.332, -0.458, -3.762)
H (1.845, 1.179, -1.441)
H (2.685, 1.681, -2.955)
H (1.590, -1.851, 0.735)
H (0.635, -3.110, -0.216)
H (-0.179, -2.130, 1.136)
S (-0.025, 1.117, 0.428)
C (-0.249, 0.673, 2.082)
C (0.862, 0.568, 2.945)
C (0.669, 0.239, 4.285)
C (-0.626, 0.035, 4.782)
C (-1.725, 0.081, 3.909)
C (-1.540, 0.400, 2.566)
H (1.846, 0.761, 2.534)
H (1.531, 0.166, 4.949)
H (-0.777, -0.195, 5.842)
H (-2.730, -0.112, 4.279)
H (-2.366, 0.467, 1.867)

Computed properties:
2S+1 ... 4
Net charge ... 0
Orbital gap (spin up / spin down) ... 4.82 / 4.27 eV
LUMO energy (spin up / spin down) ... -0.28 / -1.29 eV
DFT total energy ... -89391.82922 eV
Energy above the lowest of the compared OMol25 structures with the same formula, charge and spin ... 0.522 eV



No. 2
Molecular formula: C5H8HgO6
Method: DFT, wB97M-V/def2-TZVPD

Element x y z (Å)
O (0.167, -3.152, -3.358)
C (-0.229, -1.993, -2.933)
O (-1.500, -1.758, -3.007)
O (0.594, -1.151, -2.448)
Hg (-1.830, -3.586, -4.207)
O (0.856, 0.720, 1.428)
C (0.178, 1.824, 1.269)
O (0.543, 2.815, 0.669)
O (-0.983, 1.720, 1.917)
C (-1.867, 2.832, 1.858)
H (-1.403, 3.720, 2.305)
H (-2.147, 3.045, 0.818)
H (-2.752, 2.542, 2.431)
C (1.011, -0.322, 0.215)
H (-0.040, -0.607, 0.071)
H (1.654, 0.261, -0.461)
C (1.788, -1.500, 0.764)
H (1.208, -2.017, 1.541)
H (1.996, -2.212, -0.046)
H (2.756, -1.182, 1.172)

Computed properties:
2S+1 ... 2
Net charge ... -1
Orbital gap (spin up / spin down) ... 7.60 / 5.73 eV
LUMO energy (spin up / spin down) ... 3.16 / 1.63 eV
DFT total energy ... -21774.73904 eV



No. 3
Molecular formula: C4H14N2OS
Method: DFT, wB97M-V/def2-TZVPD

Element x y z (Å)
N (-1.823, -0.639, 2.479)
C (-1.962, -1.362, 1.174)
C (-0.670, -1.719, 0.422)
N (0.424, -0.676, 0.285)
C (0.097, 0.199, -0.893)
C (1.209, 1.146, -1.209)
S (2.706, 0.256, -1.740)
H (-2.424, -1.063, 3.183)
H (-0.867, -0.566, 2.792)
H (-2.471, -2.349, 1.191)
H (-2.642, -0.695, 0.647)
H (-0.817, -2.108, -0.575)
H (-0.069, -2.465, 0.954)
H (0.500, -0.119, 1.125)
H (-0.879, 0.653, -0.616)
H (-0.192, -0.461, -1.736)
H (0.904, 1.909, -1.980)
H (1.493, 1.779, -0.357)
H (2.538, -0.942, -1.135)
O (-2.038, 2.180, 0.752)
H (-2.366, 1.469, 1.324)
H (-2.557, 2.958, 0.963)

Computed properties:
2S+1 ... 1
Net charge ... 0
SMILES string ... NCCNCCS.O
Orbital gap ... 9.25 eV
LUMO energy ... 0.77 eV
DFT total energy ... -20237.06709 eV
Energy above the lowest of the compared OMol25 structures with the same formula, charge and spin ... 0.961 eV